--- A ---
Below is an isolated molecule of C5H6N2O2S, with properties calculated with ωB97M-V with the def2-TZVPD basis set.

Calculated values
**Structure (SMILES)**: COSC(=O)n1ccnc1
**LUMO level**: 0.3 eV
**E_HOMO**: -9.37 eV

```
16
C5H6N2O2S ωB97M-V with the def2-TZVPD basis set
C -2.13673 -0.20009 1.92120
O -1.15734 -1.21831 1.93288
S 0.34382 -0.83918 1.43738
C -0.02469 -1.03057 -0.66200
O -1.06271 -1.47729 -1.00188
N 1.03918 -0.56954 -1.34987
C 2.16030 0.08594 -0.86822
C 2.92407 0.36827 -1.94960
N 2.32110 -0.09851 -3.09281
C 1.21655 -0.64222 -2.72704
H -3.09655 -0.70272 1.80980
H -1.99615 0.49038 1.08502
H -2.12152 0.36391 2.85941
H 2.27961 0.27864 0.17756
H 3.86632 0.87683 -1.99789
H 0.50470 -1.11768 -3.37056
```


--- B ---
Below is an isolated molecule of C5H6N2O2S, with properties calculated with ωB97M-V with the def2-TZVPD basis set.

Calculated values
**Structure (SMILES)**: Nc1ncc(CC(=O)O)s1
**LUMO level**: 0.1 eV
**E_HOMO**: -8.92 eV

```
16
C5H6N2O2S ωB97M-V with the def2-TZVPD basis set
N 3.07545 -0.72382 1.57269
C 1.73335 -0.76620 1.04353
N 0.66067 -1.20761 1.63635
C -0.39725 -0.76838 0.81048
C -0.15241 -0.28726 -0.43686
C -1.29132 -0.26239 -1.36263
C -1.73552 1.31307 -1.58441
O -2.23178 1.75391 -2.63243
O -1.39252 2.21412 -0.62337
S 1.49388 -0.04244 -0.57244
H 3.23971 0.49279 1.59852
H 3.09061 -1.04546 2.52971
H -1.39590 -1.04497 1.07005
H -2.27546 -0.72538 -1.03275
H -0.98976 -0.50476 -2.33349
H -1.43176 1.60479 0.31705
```


What is the stability order? It is A, B, from most stable to least stable.


--- A ---
Below is a cluster of 2 separate species, CH4O2S in total, with properties calculated with ωB97M-V with the def2-TZVPD basis set.

Calculated values
**Structure (SMILES)**: O=CO.S
**LUMO level**: 0.7 eV
**E_HOMO**: -9.63 eV

```
8
CH4O2S ωB97M-V with the def2-TZVPD basis set
O -1.22786 0.86441 0.11616
C -2.05906 0.28598 0.75246
O -3.02996 -0.44053 0.20657
H -1.95137 0.22553 1.83864
H -2.79762 -0.53654 -0.72670
S 2.95004 -0.31323 -0.48532
H 1.93021 -1.04104 0.00709
H 2.33935 0.80906 -0.21499
```


--- B ---
Below is a cluster of 2 separate species, CH4O2S in total, with properties calculated with ωB97M-V with the def2-TZVPD basis set.

Calculated values
**LUMO level (alpha / beta)**: -0.9 / 0.5 eV
**E_HOMO (alpha / beta)**: -8.32 / -8.84 eV

```
8
CH4O2S ωB97M-V with the def2-TZVPD basis set
C -1.51128 0.46080 -0.10987
O 2.08426 -1.31483 0.14759
O 0.94093 0.94041 0.38588
S 1.93001 0.23973 -0.44404
H -1.30035 0.16376 -1.11483
H -1.75392 1.47589 0.10814
H -1.61311 -0.27781 0.65586
H 1.22347 -1.68795 0.37125
```


What is the stability order? It is A, B, from most stable to least stable.


--- A ---
Below is the ion C6H8BrN2 with charge +1, with properties calculated with ωB97M-V with the def2-TZVPD basis set.

Calculated values
**Net charge**: +1
**LUMO level (alpha / beta)**: -4.8 / -5.2 eV
**E_HOMO (alpha / beta)**: -12.19 / -12.47 eV

```
17
C6H8BrN2 ωB97M-V with the def2-TZVPD basis set
C 0.52921 1.79110 0.22695
C -0.58466 0.98192 0.00183
C 1.92957 1.55544 0.09733
C 2.47262 0.38664 0.16756
C -0.50968 -0.42853 -0.34391
C 0.97869 -1.04952 1.38849
N 0.31334 -1.33504 0.20263
N -1.29895 -0.88097 -1.34558
Br 4.16429 -0.30623 -0.17619
H 0.41194 2.87103 0.21521
H -1.60192 1.32880 0.07700
H 2.61827 2.33589 -0.06258
H 1.55180 -1.85325 1.83914
H 0.87475 -0.03033 1.79010
H 0.19647 -2.33525 -0.13123
H -1.41709 -0.28972 -2.13052
H -1.32728 -1.86767 -1.60673
```


--- B ---
Below is the ion C6H8BrN2 with charge +1, with properties calculated with ωB97M-V with the def2-TZVPD basis set.

Calculated values
**Net charge**: +1
**LUMO level (alpha / beta)**: -5.4 / -5.8 eV
**E_HOMO (alpha / beta)**: -12.56 / -12.96 eV

```
17
C6H8BrN2 ωB97M-V with the def2-TZVPD basis set
C 1.79754 1.42670 -0.00099
C 0.60775 2.05654 -0.32092
C -1.07607 0.55880 0.65802
C -0.27154 -1.80386 0.27454
C -1.38110 -1.63135 -0.79198
C -1.40090 -0.79732 0.58197
N 1.93877 0.25100 0.49053
N -0.58536 1.50699 -0.16405
Br 3.41900 -0.54389 1.10002
H 2.56044 2.18778 -0.15075
H 0.66696 2.99524 -0.98459
H -0.11551 -2.48019 1.13014
H 0.66409 -1.28600 -0.00873
H -1.08148 -1.04692 -1.58266
H -2.17357 -2.36029 -0.91018
H -2.19294 -1.12626 1.14780
H -1.37609 2.09303 -0.46816
```


What is the stability order? It is A, B, from most stable to least stable.


--- A ---
Below is an isolated molecule of C6H9NO2S, with properties calculated with ωB97M-V with the def2-TZVPD basis set.

Calculated values
**LUMO level**: -0.5 eV
**E_HOMO**: -9.14 eV

```
19
C6H9NO2S ωB97M-V with the def2-TZVPD basis set
C -1.64486 1.39961 -1.62879
C -1.07034 1.25981 -0.38579
C -0.20023 0.07258 -0.29604
C 0.18604 -1.61184 1.49362
C 2.12584 -0.35183 0.36478
C 0.65355 -0.33020 0.90577
N -0.18707 -0.62594 -1.39000
O -2.09950 -0.95065 -2.91916
O -1.17656 2.17120 0.56039
S -1.05566 0.00796 -2.61480
H -2.19464 2.20148 -2.02940
H -0.28836 -2.35104 0.82146
H -0.50201 -1.50286 2.30893
H 1.08545 -2.00174 2.07516
H 2.89542 -0.86905 1.02207
H 2.51661 0.78335 0.36797
H 2.10302 -0.59748 -0.74569
H 0.46609 0.30211 1.87273
H -1.61280 2.99451 0.21680
```


--- B ---
Below is an isolated molecule of C6H9NO2S, with properties calculated with ωB97M-V with the def2-TZVPD basis set.

Calculated values
**Structure (SMILES)**: C[C@@H]1C[C@@]1(C#N)S(C)(=O)=O
**LUMO level**: 0.6 eV
**E_HOMO**: -10.83 eV

```
19
C6H9NO2S ωB97M-V with the def2-TZVPD basis set
C 2.07640 0.02010 -0.39446
C 0.59840 -0.44881 -0.66721
C -0.12604 -0.21756 -1.94323
C -0.63151 0.41379 -0.66904
C -0.52484 1.87912 -0.39656
N -0.42871 2.94497 -0.00743
S -2.26978 -0.24818 -0.09121
C -2.34500 0.19385 1.64963
O -2.15417 -1.64424 -0.15664
O -3.22140 0.35770 -0.93059
H 2.16038 1.01824 0.09347
H 2.59420 -0.04850 -1.35316
H 2.49635 -0.76899 0.36079
H 0.48878 -1.48345 -0.31808
H 0.24612 0.50531 -2.63522
H -0.81775 -1.13674 -2.23179
H -2.66404 1.19861 1.72993
H -3.04625 -0.49648 2.10513
H -1.40699 0.02008 1.93406
```


What is the stability order? It is B, A, from most stable to least stable.